Record 1
{
  "formula": "C5H7N3O",
  "method": "ωB97M-V with the def2-TZVPD basis set",
  "symbols": ["O", "N", "N", "N", "C", "C", "C", "C", "C", "H", "H", "H", "H", "H", "H", "H"],
  "xyz": [[-0.956019, 1.761022, -0.680276], [-0.757974, -1.174223, -0.549403], [-0.229534, -0.592116, 0.557211], [-1.182254, 1.642162, 0.646182], [1.222847, -0.862848, 0.710900], [2.663382, 0.803467, -0.797345], [2.044667, 0.037450, -0.102598], [-0.766718, 0.570885, 1.188762], [-1.968166, -0.909034, -0.893234], [-0.318579, 1.040704, -0.876616], [-0.848509, 0.382973, 2.260868], [-2.588805, -0.210452, -0.339772], [-2.379054, -1.381483, -1.797113], [1.424095, -0.687226, 1.784740], [3.226030, 1.461310, -1.455618], [1.414585, -1.882590, 0.343312]],
  "forces_ev_per_angstrom": [[0.5, -0.6, -0.4], [-1.1, -0.1, -0.9], [0.9, 0.2, -0.3], [-0.1, 0.1, 1.0], [-0.7, 0.4, 0.1], [0.1, 0.0, -0.2], [0.4, 0.7, -0.4], [0.0, -1.2, 0.6], [0.7, -0.2, -0.1], [-0.2, 0.4, -0.6], [-0.2, 0.8, -0.1], [-0.1, 0.0, 0.0], [0.4, 0.1, 0.6], [0.3, -0.5, -0.5], [-0.5, -0.5, 0.6], [-0.2, 0.2, 0.7]],
  "lowdin_charge": [-0.046, -0.011, -0.193, 0.004, -0.162, 0.117, -0.129, -0.183, -0.031, 0.068, 0.125, 0.067, 0.075, 0.128, 0.043, 0.126],
  "lumo_ev": 0.878,
  "total_charge": 0,
  "de_lowest_ev": 5.761
}



Record 2
{
  "formula": "C6H13N3",
  "method": "ωB97M-V with the def2-TZVPD basis set",
  "symbols": ["N", "N", "N", "C", "C", "C", "C", "C", "C", "H", "H", "H", "H", "H", "H", "H", "H", "H", "H", "H", "H", "H"],
  "xyz": [[-2.038990, 1.065691, 1.718467], [0.953920, -1.805257, -0.753574], [-0.975134, 0.938247, 0.745533], [-0.510893, -0.287385, 0.571534], [1.771801, -2.154210, -1.700632], [1.932677, 0.648184, -0.592678], [-1.331407, -1.506037, 0.877712], [0.842858, -0.409172, -0.396916], [-0.633036, 2.051094, -0.061017], [-1.534967, -1.713156, 1.925091], [-2.993617, 1.040116, 1.349848], [1.961439, 1.537796, 0.165640], [2.885065, 0.283881, -0.499440], [2.102439, -3.241578, -1.629403], [-0.654338, -2.180958, 0.395676], [-1.920641, 0.184300, 2.182544], [2.380300, -1.376898, -2.194595], [-0.424205, 1.913459, -1.116760], [1.748257, 1.216509, -1.619298], [-2.240119, -1.497922, 0.323721], [0.210601, 2.593573, 0.293507], [-1.532010, 2.699722, 0.015039]],
  "forces_ev_per_angstrom": [[0.8, 0.4, -0.1], [1.0, 2.3, -0.5], [-1.4, -0.9, 0.5], [5.3, 0.2, -4.5], [0.5, -0.6, 2.0], [-3.6, 3.3, -0.7], [1.4, 0.7, -0.1], [-4.8, -2.0, 3.6], [-1.6, 1.9, 0.2], [0.3, -0.1, 0.1], [0.4, 0.1, -0.8], [-0.6, -1.9, -1.1], [2.4, -1.4, -0.3], [-0.7, 1.4, -0.9], [0.0, -1.5, 0.2], [-0.4, 0.0, 0.9], [-0.1, -0.7, -0.1], [-0.3, -1.1, 0.0], [0.9, -1.2, 1.8], [-0.9, 0.2, -0.4], [0.6, 0.6, 0.6], [0.7, 0.0, -0.2]],
  "lowdin_charge": [0.088, -0.089, -0.215, -0.156, -0.100, -0.120, -0.048, -0.221, -0.072, 0.083, 0.093, 0.091, 0.019, 0.071, 0.042, 0.046, 0.051, 0.089, 0.105, 0.081, 0.062, 0.100],
  "lumo_ev": [0.794, 0.794],
  "total_charge": 0,
  "de_lowest_ev": 5.533
}



Record 3
{
  "formula": "C5H10O2",
  "method": "ωB97M-V with the def2-TZVPD basis set",
  "symbols": ["O", "O", "C", "C", "C", "C", "C", "H", "H", "H", "H", "H", "H", "H", "H", "H", "H"],
  "xyz": [[-1.526015, -0.826073, -1.546626], [1.463572, -0.598661, -1.120383], [-2.035674, -0.082638, 0.967438], [1.570001, -0.384638, 0.270129], [-0.824277, 0.322533, -1.120012], [-1.131850, 0.876556, 0.109161], [2.299652, 0.402849, 0.949290], [-1.187094, -0.933012, -2.505333], [-1.636778, 0.020212, 2.037452], [-3.112499, 0.002495, 0.941184], [0.020546, 0.497517, -1.761503], [3.037545, 1.103080, 0.619756], [-0.648972, 1.751263, 0.532697], [2.187615, -0.317664, -1.690508], [1.085766, -1.218387, 0.672596], [-1.787487, -1.063481, 0.575520], [2.225957, 0.448050, 2.069143]],
  "forces_ev_per_angstrom": [[1.2, 0.9, -2.0], [1.4, -0.5, 0.8], [3.0, 1.2, 1.1], [-0.5, -2.5, -3.7], [0.4, -1.9, -6.6], [-3.2, 0.5, 5.7], [2.0, 2.6, 3.5], [-1.0, -0.1, 2.4], [-1.0, -0.3, -1.2], [-0.3, 0.5, -0.1], [-0.4, 0.6, 0.5], [0.0, 0.4, -0.8], [-0.3, -0.2, -0.3], [0.4, 0.4, 0.6], [-1.4, -0.6, 1.1], [-0.2, -0.3, 0.4], [-0.1, -0.5, -1.2]],
  "mulliken_spin": [0.116, 0.012, -0.044, -0.016, 1.018, 0.840, 0.016, -0.014, 0.028, 0.054, -0.016, 0.001, -0.003, 0.004, 0.006, -0.001, 0.001],
  "lumo_ev": [0.641, -0.703],
  "total_charge": 0,
  "s_squared": 2.01,
  "spin_multiplicity": 3,
  "de_lowest_ev": 1.581
}



| no. | E (eV) |
| --- | --- |
| 1 | -11810.629 |
| 2 | -10897.880 |
| 3 | -9434.963 |